The following is a quantum chemistry calculation of C51H33AsF15GeN2O2PdS as an isolated structure in a non-equilibrium geometry, from the OMol25 dataset.

Each line ends with the Löwdin charge.
Element x y z (Å)
Pd: -0.50737 -0.15160 0.67672  0.472
F: -2.30860 -2.84350 1.23933  0.021
C: -2.54975 -3.14172 2.53091  -0.215
C: -1.51667 -3.11600 3.44157  -0.136
C: -1.82958 -3.45748 4.74338  -0.222
F: -0.85454 -3.48115 5.65895  0.113
C: -3.11385 -3.79240 5.14224  -0.130
F: -3.37434 -4.11218 6.40130  0.148
C: -4.13456 -3.79322 4.19839  -0.121
F: -5.36982 -4.10464 4.55423  0.155
C: -3.85076 -3.46451 2.88081  -0.131
F: -4.81783 -3.45158 1.96313  0.125
Ge: 0.32715 -2.67233 3.02655  0.761
S: 0.79792 -1.92972 1.00132  0.371
C: 0.78427 -1.26094 4.30925  -0.132
C: 1.67282 -1.35654 5.36494  -0.209
F: 2.31169 -2.50312 5.61150  0.115
C: 1.92881 -0.29147 6.21892  -0.130
F: 2.79147 -0.41897 7.21854  0.145
C: 1.26974 0.91528 6.02648  -0.123
F: 1.50258 1.93840 6.83407  0.151
C: 0.35693 1.04338 4.98743  -0.133
F: -0.29386 2.18835 4.80085  0.134
C: 0.13991 -0.04707 4.16439  -0.210
F: -0.77169 0.09685 3.16635  0.013
C: 1.49065 -4.21337 3.23102  -0.148
C: 2.85865 -4.02578 3.11944  -0.239
F: 3.33408 -2.79022 2.90047  0.079
C: 3.77041 -5.06210 3.22703  -0.133
F: 5.07406 -4.83996 3.12032  0.142
C: 3.29571 -6.35062 3.44589  -0.120
F: 4.14366 -7.36093 3.55128  0.155
C: 1.93083 -6.57554 3.54955  -0.132
F: 1.47463 -7.80631 3.75414  0.140
C: 1.05385 -5.50666 3.43426  -0.204
F: -0.25838 -5.76221 3.53481  0.105
C: -4.62297 -3.97604 -3.25951  -0.065
C: -3.57988 -3.47602 -4.02066  -0.066
C: -2.66174 -2.60323 -3.45427  -0.093
C: -2.80812 -2.22818 -2.12592  -0.340
C: -3.84491 -2.73448 -1.35297  -0.098
C: -4.75490 -3.60441 -1.92941  -0.058
As: -1.56126 -0.93858 -1.38952  1.371
C: -2.82837 0.40648 -0.77988  -0.330
C: -3.58182 0.39508 0.38429  -0.097
C: -4.45208 1.44924 0.63258  -0.077
C: -4.55991 2.49352 -0.27722  -0.069
C: -3.80527 2.50282 -1.43993  -0.009
C: -2.93215 1.45452 -1.70053  -0.194
C: -2.05088 1.33383 -2.87338  -0.199
C: -1.97554 2.24611 -3.91871  -0.019
C: -1.06176 2.05456 -4.94103  -0.061
C: -0.20913 0.95866 -4.93380  -0.061
C: -0.27930 0.03287 -3.90221  -0.099
C: -1.20090 0.22266 -2.88655  -0.309
H: -5.33586 -4.65559 -3.70314  0.111
H: -3.47484 -3.76226 -5.05693  0.111
H: -1.85222 -2.21297 -4.05954  0.095
H: -3.96690 -2.44797 -0.32146  0.075
H: -5.56989 -3.99210 -1.33414  0.113
H: -3.50203 -0.42390 1.09167  0.095
H: -5.04586 1.45323 1.53649  0.113
H: -5.24489 3.30639 -0.08109  0.112
H: -3.91056 3.32097 -2.13943  0.111
H: -2.62788 3.10825 -3.93806  0.112
H: -1.01332 2.76492 -5.75444  0.111
H: 0.50370 0.82089 -5.73414  0.111
H: 0.38427 -0.82209 -3.90106  0.105
C: 3.71185 0.27320 0.16404  -0.150
C: 3.66526 -0.85004 -0.88848  -0.154
C: 2.44236 -0.50494 -1.74735  -0.230
O: 1.68671 0.44987 -1.01373  -0.267
C: 2.62763 1.24338 -0.29221  -0.207
H: 4.68605 0.75586 0.21560  0.113
H: 3.47695 -0.12163 1.15351  0.093
H: 3.54828 -1.82210 -0.41196  0.089
H: 4.56800 -0.88470 -1.49511  0.111
H: 1.79330 -1.36556 -1.93407  0.097
H: 2.73607 -0.07062 -2.71139  0.122
H: 2.08831 1.72353 0.52765  0.111
H: 3.02977 2.02254 -0.95521  0.126
C: -1.17589 6.52991 -0.21623  0.018
N: -0.68535 5.16976 -0.26304  -0.048
N: -0.97268 4.24805 0.72014  0.067
C: -0.56544 3.00572 0.30847  -0.394
O: -0.66853 1.99868 1.06115  -0.102
C: -0.03197 3.17962 -0.99306  0.057
C: -0.13870 4.51138 -1.30334  -0.242
C: 0.23200 5.21797 -2.55719  0.002
C: -1.37911 4.62963 2.02681  -0.206
C: -0.61070 5.52523 2.75716  -0.015
C: -1.03104 5.90095 4.02234  -0.062
C: -2.19654 5.36737 4.55377  -0.069
C: -2.94333 4.45649 3.82145  -0.059
C: -2.54006 4.08384 2.54906  0.004
H: -2.01055 6.58332 0.47915  0.102
H: -1.52771 6.81224 -1.20663  0.095
H: -0.39903 7.22280 0.10704  0.100
H: 0.38884 2.40368 -1.60115  0.107
H: 0.72925 4.52263 -3.22839  0.087
H: 0.90294 6.05407 -2.36149  0.094
H: -0.65028 5.60736 -3.06637  0.088
H: 0.30837 5.91479 2.34106  0.122
H: -0.44234 6.60124 4.59697  0.111
H: -2.51944 5.65815 5.54271  0.110
H: -3.84522 4.03512 4.24207  0.110
H: -3.10459 3.37318 1.96291  0.096

The gap between HOMO and LUMO comes out at 6.530 eV. Its net charge is +1. The calculation puts the energy above the lowest of the compared OMol25 structures with the same formula, charge and spin at 36.3 kcal per mole. The value obtained for the LUMO energy is -4.383 eV.